[1]
ORCA calculation (the ωB97M-V functional and the def2-TZVPD basis) on a 2-piece molecular cluster, C3H4ClNO2S overall.

The energy above the lowest of the compared OMol25 structures with the same formula, charge and spin is 355.77 kJ/mol.

Structure (XYZ):
```
12
C3H4ClNO2S the ωB97M-V functional and the def2-TZVPD basis
C -0.0348 -1.9991 1.2469
C -0.6402 1.5799 0.1137
C 0.1292 -1.0862 -0.7319
N -0.3195 -2.4230 2.2532
O 1.6299 0.1578 1.0286
O 1.7224 1.0429 -1.2497
S 0.9183 0.5198 -0.1672
Cl -1.2453 -1.1227 -1.6966
H -1.1878 1.4937 1.0851
H -0.6436 2.5982 -0.1915
H -1.2108 1.0064 -0.6137
H 0.8822 -1.7678 -1.0769
```

Here are the Löwdin charges for atoms 1 to 8, given in e: -0.154 -0.099 -0.652 0.032 -0.330 -0.311 0.608 0.744



[2]
ORCA calculation (the ωB97M-V functional and the def2-TZVPD basis) on H3NO2S2 as an isolated structure.

The energy above the lowest of the compared OMol25 structures with the same formula, charge and spin is 51.10 kJ/mol.

Structure (XYZ):
```
8
H3NO2S2 the ωB97M-V functional and the def2-TZVPD basis
N -0.0221 0.7591 -0.7359
O 1.8009 0.4741 1.0790
O 2.2668 -0.9737 -0.7749
S 2.9885 -0.0424 0.0384
S 0.9186 1.6285 0.2460
H 0.5373 0.0339 -1.2101
H -1.0206 0.5108 -0.4709
H 3.7054 -0.8949 1.0435
```

Quick look at the Löwdin charges, all values in e: -0.374 -0.805 -0.543 0.793 0.800 0.016 0.082 0.032



[3]
ORCA calculation (the ωB97M-V functional and the def2-TZVPD basis) on C18H22BF4MgNO22S2 as an isolated structure.

The energy above the lowest of the compared OMol25 structures with the same formula, charge and spin is 904.12 kJ/mol.

Structure (XYZ):
```
71
C18H22BF4MgNO22S2 the ωB97M-V functional and the def2-TZVPD basis
Mg 17.8584 -1.7775 27.8935
O 18.4802 1.1339 25.0879
C 18.5045 1.6601 24.0039
O 19.1373 1.2546 22.9297
B 18.9765 2.2092 21.8200
O 18.1866 3.3514 22.3587
C 18.0038 3.0474 23.6817
O 17.4064 3.8394 24.4182
O 18.4911 1.6078 20.5844
C 19.4481 1.6226 19.6134
O 19.5183 1.0435 18.5040
C 20.5882 2.4338 20.1961
O 20.2808 2.7023 21.4054
O 21.5841 2.7948 19.6240
N 17.4081 -4.1518 29.8283
S 17.1215 -5.6747 29.8336
O 15.9278 -6.2870 30.4478
O 18.3581 -6.4089 29.6410
F 16.6598 -5.5698 28.3199
S 17.6293 -4.1862 31.5430
O 18.4770 -5.1629 32.2139
O 16.5001 -3.6223 32.3248
F 18.5916 -2.8539 31.6799
C 10.5616 -2.8253 26.6536
C 10.6247 -1.8170 27.8605
O 11.8975 -1.2473 27.6526
C 12.6722 -2.0756 26.9286
O 13.8847 -1.8760 26.8012
O 11.9607 -3.1319 26.4022
F 10.5885 -2.5859 28.9518
H 10.1849 -2.3864 25.7297
H 9.9764 -3.6943 26.9542
H 9.7615 -1.1521 27.8286
C 12.8875 2.5552 32.1261
C 13.6707 3.7870 31.6473
O 14.5030 3.2245 30.6562
C 14.7474 1.9079 30.9585
O 15.5664 1.2172 30.3668
O 13.8265 1.5253 31.9125
F 14.3071 4.3382 32.6896
H 12.0239 2.4479 31.4698
H 12.5275 2.5872 33.1545
H 12.9940 4.5318 31.2285
O 21.4911 -2.3824 28.6190
C 22.6836 -2.5501 28.4382
O 23.4220 -3.6842 28.6577
C 22.8515 -4.8559 29.2106
C 23.9438 -5.8793 29.6496
C 23.5795 -1.5698 27.7464
H 22.1589 -5.2495 28.4667
H 22.1783 -4.6424 30.0409
H 24.2328 -5.4081 30.5891
H 24.8199 -5.8618 29.0013
H 23.5832 -6.8870 29.8558
H 24.0365 -0.9398 28.5096
H 23.0234 -0.9968 27.0044
H 24.4188 -2.1617 27.3815
O 18.4723 -3.3735 24.5927
C 18.7978 -4.0674 23.5980
O 18.0082 -4.6962 22.7002
C 16.5256 -4.6056 22.8208
C 16.0051 -3.3516 22.2229
C 20.2670 -4.3289 23.3413
H 16.0738 -4.8570 23.7803
H 16.1871 -5.3455 22.0956
H 14.9760 -3.4572 21.8798
H 16.4420 -3.0655 21.2662
H 16.1907 -2.5221 22.9053
H 20.2922 -5.0396 22.5152
H 20.5549 -4.7811 24.2904
H 20.9124 -3.4527 23.2789
```

Here are the Löwdin charges for atoms 1 to 8, given in e: 1.658 0.105 -0.403 0.252 -0.894 0.225 -0.322 0.119